[1]
C8H10O2S in the gas phase at a distorted geometry. Source: OMol25; level of theory: wB97M-V/def2-TZVPD.

Geometry as XYZ:
```
21
Properties=species:S:1:pos:R:3:forces:R:3:nbo_charge:R:1
C -0.227 2.654 -1.122 2.112 -0.808 -0.767 -0.935
S 0.826 1.263 -0.989 -3.429 1.974 0.537 1.991
O 2.109 1.553 -0.438 1.384 0.019 -0.270 -0.932
O 0.954 0.069 -2.108 -0.050 1.090 -0.184 -0.710
C 1.626 -1.080 -1.583 -1.932 -1.866 -1.879 -0.274
C -0.095 0.342 0.230 0.384 1.575 1.030 -0.295
C -1.419 -0.001 -0.016 1.357 -0.821 -0.221 -0.214
C -2.036 -0.831 0.842 0.828 -0.881 3.086 -0.183
C -1.440 -1.226 2.069 1.869 1.848 -2.067 -0.206
C -0.147 -0.727 2.378 -1.368 0.976 -1.779 -0.185
C 0.532 0.178 1.472 -0.529 -2.551 -0.219 -0.204
H 0.024 3.476 -1.808 0.995 -0.393 0.324 0.225
H -1.204 2.411 -1.436 -1.288 -1.065 0.112 0.202
H 1.015 -1.402 -0.715 0.823 -0.482 -0.515 0.197
H 2.604 -0.820 -1.359 1.861 0.342 0.810 0.198
H 1.664 -1.852 -2.452 -0.340 1.227 1.676 0.206
H -1.840 0.015 -0.969 -0.467 0.823 -1.600 0.225
H -2.924 -1.344 0.654 -1.532 -0.251 -0.793 0.210
H -1.951 -2.018 2.532 -0.193 -0.668 1.342 0.215
H 0.304 -1.037 3.269 0.792 -0.307 1.129 0.213
H 1.629 0.376 1.549 -1.278 0.217 0.249 0.257
```
Forces are in eV/Å.

Values from the calculation:
Frontier orbital gap (alpha / beta) in eV: 8.954 / 8.955
Strongest force on any atom in eV/A: 4.0
Calculated total energy in Ha: -859.3386
HOMO energy (alpha / beta) in eV: -8.38 / -8.38
SMILES string: C=[S@](=O)(OC)c1ccccc1

---

[2]
C3H3NO in the gas phase at a distorted geometry. Source: OMol25; level of theory: wB97M-V/def2-TZVPD.

Geometry as XYZ:
```
8
Properties=species:S:1:pos:R:3:forces:R:3:nbo_charge:R:1
N -0.292 -2.678 -0.277 -0.215 -0.155 0.013 -0.267
C -0.070 -1.562 -0.143 -0.193 -0.436 0.236 0.242
C 0.397 -0.224 -0.006 2.639 1.552 -0.999 -0.075
C -0.342 1.019 0.274 -1.554 0.022 0.089 -0.077
O -0.012 0.695 -1.049 0.316 -0.233 -0.144 -0.457
H 1.557 -0.144 0.066 -2.180 -0.452 0.401 0.237
H 0.213 1.831 0.726 0.080 0.089 0.052 0.193
H -1.451 1.064 0.410 1.107 -0.386 0.352 0.204
```
Forces are in eV/Å.

Values from the calculation:
Frontier orbital gap in eV: 11.927
Strongest force on any atom in eV/A: 3.2
Calculated total energy in Ha: -246.0329
HOMO energy in eV: -11.16
SMILES string: N#C[C@@H]1CO1

---

[3]
A molecular structure, C27H46BiN8S. Source: OMol25; level of theory: wB97M-V/def2-TZVPD.

Geometry as XYZ:
```
83
Properties=species:S:1:pos:R:3:forces:R:3:lowdin_charge:R:1
Bi 0.285 -0.339 0.117 -0.094 0.101 -0.002 1.838
C 3.467 -3.443 1.944 -0.006 -0.018 0.005 0.030
C 2.271 -2.637 1.566 0.014 0.004 0.005 -0.210
N 2.172 -1.886 0.533 0.000 0.020 -0.033 -0.083
N 3.155 -1.842 -0.422 0.002 -0.070 -0.006 0.015
C 2.773 -1.691 -1.704 -0.034 0.042 0.031 -0.769
N 3.698 -1.767 -2.641 0.005 0.001 -0.024 0.171
S 1.127 -1.443 -2.153 0.003 -0.022 -0.037 0.675
C 1.008 -2.762 2.347 -0.038 0.004 -0.033 -0.210
C 0.918 -3.552 3.476 0.040 -0.024 0.008 0.041
C -0.328 -3.758 4.063 -0.002 -0.007 0.013 0.023
C -1.438 -3.159 3.503 -0.011 0.004 -0.017 0.007
C -1.261 -2.353 2.387 0.015 -0.024 0.011 -0.123
N -0.077 -2.162 1.813 0.046 0.047 0.048 -0.023
H 4.388 -3.105 1.475 -0.004 -0.001 -0.006 0.086
H 3.629 -3.403 3.020 -0.002 0.008 0.004 0.105
H 3.304 -4.490 1.673 0.002 0.003 0.008 0.130
H 4.102 -2.105 -0.183 0.012 0.025 0.011 0.161
H 4.661 -2.006 -2.451 -0.001 -0.008 0.000 0.145
H 3.429 -1.665 -3.608 0.004 -0.003 -0.001 0.129
H 1.792 -4.028 3.895 0.001 0.009 -0.001 0.128
H -0.418 -4.385 4.940 -0.002 0.002 -0.001 0.140
H -2.427 -3.303 3.915 0.005 0.001 0.004 0.137
H -2.106 -1.838 1.945 -0.003 0.018 -0.007 0.102
C -3.505 0.566 1.745 0.005 -0.029 0.013 -0.020
C -2.118 1.131 1.530 -0.011 -0.006 0.016 -0.238
C -1.864 1.837 0.329 0.011 0.027 -0.014 -0.249
C -2.972 1.939 -0.693 0.024 0.047 -0.044 -0.032
C -0.680 2.593 0.182 -0.022 -0.034 -0.007 -0.241
C -0.471 3.464 -1.032 0.000 -0.004 -0.003 -0.013
C 0.256 2.631 1.237 0.012 0.033 -0.018 -0.240
C 1.428 3.580 1.201 -0.019 -0.009 -0.016 -0.032
C 0.053 1.846 2.379 -0.020 -0.031 0.039 -0.234
C 1.033 1.877 3.525 -0.002 0.008 -0.016 -0.014
C -1.144 1.105 2.539 0.024 -0.009 -0.021 -0.232
C -1.366 0.441 3.875 -0.001 0.005 -0.015 -0.028
H -4.248 1.355 1.613 0.000 0.003 -0.002 0.112
H -3.654 0.167 2.741 0.012 0.004 0.018 0.078
H -3.781 -0.218 1.033 0.023 0.002 -0.019 0.072
H -3.633 1.075 -0.683 -0.025 0.018 0.020 0.063
H -2.615 2.081 -1.711 0.018 -0.024 0.026 0.070
H -3.591 2.814 -0.473 -0.036 -0.033 0.017 0.125
H -0.709 4.503 -0.793 0.009 0.000 -0.003 0.120
H -1.094 3.182 -1.873 0.002 0.005 0.004 0.073
H 0.562 3.438 -1.372 0.008 -0.002 0.000 0.061
H 2.373 3.060 1.357 0.002 0.002 0.007 0.072
H 1.328 4.318 1.999 0.002 -0.004 0.008 0.116
H 1.492 4.130 0.268 -0.004 0.001 -0.003 0.068
H 1.903 2.490 3.320 -0.002 -0.009 -0.002 0.075
H 1.385 0.875 3.781 -0.005 0.003 0.006 0.087
H 0.558 2.276 4.423 0.005 0.003 0.005 0.110
H -1.554 1.202 4.636 0.002 -0.004 0.008 0.118
H -0.484 -0.112 4.200 -0.003 0.011 0.001 0.081
H -2.208 -0.240 3.892 -0.026 -0.002 -0.010 0.061
C -4.115 -1.730 -2.434 -0.002 -0.004 -0.020 -0.028
C -2.712 -1.657 -3.033 -0.009 -0.004 0.001 -0.619
C -2.717 -0.827 -4.310 -0.010 -0.002 -0.001 -0.022
C -2.157 -3.050 -3.305 0.006 0.011 0.023 -0.035
N -1.766 -0.932 -2.121 0.029 -0.005 -0.022 -0.108
N -1.696 -1.471 -0.790 0.006 0.036 0.026 -0.115
H -4.793 -2.209 -3.140 -0.004 0.010 0.008 0.106
H -4.513 -0.732 -2.229 0.002 -0.006 0.005 0.087
H -4.154 -2.330 -1.520 -0.002 -0.003 -0.002 0.081
H -3.383 -1.279 -5.043 0.007 0.002 -0.001 0.106
H -1.718 -0.770 -4.742 0.000 0.003 0.001 0.091
H -3.080 0.187 -4.122 -0.001 -0.002 -0.001 0.090
H -2.784 -3.557 -4.037 -0.001 0.006 -0.001 0.107
H -2.157 -3.690 -2.416 -0.002 0.004 -0.007 0.081
H -1.145 -2.996 -3.705 -0.004 -0.008 -0.001 0.073
H -2.107 0.021 -2.020 -0.012 0.009 0.004 0.075
H -1.501 -2.468 -0.883 0.034 0.000 -0.005 0.086
H -2.585 -1.384 -0.294 -0.039 -0.049 -0.012 0.073
C 3.404 3.070 -3.351 0.014 0.001 -0.018 0.004
N 3.487 2.931 -1.890 -0.025 -0.013 -0.031 -0.170
C 4.361 3.863 -1.160 0.026 0.009 0.013 0.005
C 2.856 1.980 -1.277 0.023 0.068 0.064 -0.272
N 2.286 1.135 -0.713 0.062 -0.130 -0.018 0.064
H 3.058 4.072 -3.599 -0.006 0.000 0.008 0.105
H 2.704 2.341 -3.752 -0.006 -0.001 0.009 0.096
H 4.388 2.912 -3.792 -0.001 -0.004 0.006 0.103
H 4.016 4.884 -1.318 -0.013 -0.002 0.001 0.106
H 5.381 3.767 -1.530 -0.002 -0.006 0.003 0.105
H 4.341 3.634 -0.098 -0.004 -0.004 -0.007 0.091
```
Forces are in eV/Å.

Values from the calculation:
Net charge: +3
Frontier orbital gap in eV: 7.543
Strongest force on any atom in eV/A: 0.1
Calculated total energy in Ha: -2106.3813
HOMO energy in eV: -16.69

---

> What is the formula in the third record?

C27H46BiN8S

---

> Which of these has the lowest strongest force on any atom?

C27H46BiN8S